This record from the OMol25 dataset describes a structure of composition C24H38N7S2Tc. The level of theory is the ωB97M-V functional and the def2-TZVPD basis.

Last column: Löwdin spin population.
Element x y z (Å)
Tc -0.1507 0.6824 0.2484  0.68
N -0.4651 2.8810 0.6960  0.01
C -0.9337 3.1880 2.0614  0.00
C -0.5662 2.0271 2.9650  0.00
N -0.9893 0.7648 2.3175  0.02
C -2.4742 0.5994 2.3099  0.00
C -3.0896 0.9517 0.9667  0.00
N -2.2736 0.3933 -0.1272  0.00
H -1.1100 3.2206 -0.0393  0.00
H 0.4175 3.3521 0.5216  0.00
H -0.5008 4.1145 2.4386  0.00
H -2.0134 3.3316 2.0424  0.00
H 0.5156 1.9830 3.0996  0.00
H -1.0284 2.1327 3.9502  0.00
H -0.6040 -0.0030 2.8588  0.00
H -2.6908 -0.4404 2.5443  0.00
H -2.9217 1.2049 3.1018  0.00
H -4.1161 0.5812 0.9343  0.00
H -3.1349 2.0270 0.8000  0.00
H -2.4766 -0.5915 -0.2736  0.00
H -2.5225 0.8950 -0.9842  0.00
C -3.7771 2.5715 -4.5646  0.00
S -2.3096 1.5394 -4.4585  0.00
C -1.5702 2.0112 -2.9248  0.00
S -2.3367 3.1256 -1.8782  0.00
N -0.4193 1.4101 -2.8076  -0.01
N 0.2948 1.5074 -1.6460  0.00
C 1.4644 2.0287 -1.7565  0.06
C 2.3801 1.9365 -0.6315  0.01
C 3.6654 2.4554 -0.6985  0.01
C 4.5058 2.3139 0.3905  0.00
C 4.0271 1.6634 1.5168  0.01
C 2.7308 1.1830 1.5138  0.00
N 1.9070 1.3030 0.4674  0.01
H -4.2314 2.3150 -5.5210  0.00
H -3.5112 3.6250 -4.5589  0.00
H -4.4744 2.3611 -3.7592  0.00
H 1.7768 2.4691 -2.6969  0.00
H 3.9904 2.9535 -1.6015  0.00
H 5.5144 2.7028 0.3623  0.00
H 4.6437 1.5256 2.3932  0.00
H 2.3350 0.6797 2.3825  0.00
C -1.1385 -2.6292 2.5891  0.00
C 0.3725 -2.8486 2.5157  0.00
C 1.1864 -1.6982 3.0994  0.00
C 0.7774 -3.2166 1.1022  -0.01
C 1.2580 -4.5037 0.9218  0.00
C 1.5553 -5.0043 -0.3335  -0.02
C 1.3254 -4.2076 -1.4383  0.00
C 0.8469 -2.9089 -1.3293  0.00
C 0.6153 -2.1607 -2.6231  0.00
C -0.8390 -1.7179 -2.7902  0.00
C 1.6722 -1.0692 -2.8141  0.00
C 0.6114 -2.3645 -0.0330  0.04
N 0.2306 -1.0496 0.1155  0.20
H -1.4491 -2.3193 3.5909  0.00
H -1.6662 -3.5515 2.3452  0.00
H -1.4500 -1.8808 1.8612  0.00
H 0.5895 -3.7250 3.1295  0.00
H 1.1363 -0.8383 2.4363  0.00
H 2.2364 -1.9778 3.1966  0.00
H 0.8239 -1.4220 4.0941  0.00
H 1.3866 -5.1345 1.7929  0.00
H 1.9320 -6.0114 -0.4497  0.00
H 1.5131 -4.6019 -2.4293  0.00
H 0.7862 -2.8930 -3.4156  0.00
H -1.1632 -1.0600 -1.9871  0.00
H -1.4883 -2.5956 -2.8018  0.00
H -0.9735 -1.1763 -3.7255  0.00
H 1.7792 -0.4676 -1.9139  0.00
H 1.4138 -0.4140 -3.6472  0.00
H 2.6419 -1.5283 -3.0138  0.00

**Orbital gap (alpha / beta)**: 5.590 / 6.751 eV
**Net charge**: +1
**2S+1**: 2
**Energy**: -59799.7450 eV
**HOMO level (alpha / beta)**: -9.40 / -10.50 eV